Entry from OMol25: a molecular structure, C26H26AsN6O8S2Ti (ωB97M-V/def2-TZVPD).

Properties
- Energy: -5818.591517 Ha
- Frontier orbital gap (spin up / spin down): 7.708 / 7.905 eV
- <S²>: 0.75
- 2S+1: 2
- HOMO level (spin up / spin down): -8.02 / -8.16 eV

Atoms and positions in Å:
Ti (-0.1724, -0.5504, -0.2940)
O (-3.5360, -2.2913, -2.1884)
As (-1.9386, -2.8222, -1.7105)
O (-1.8421, -4.3950, -1.3445)
O (-1.6034, -1.7921, -0.3854)
C (-0.8643, -2.5536, -3.3297)
C (-0.7041, -3.7614, -4.0059)
C (-0.0367, -3.8186, -5.2215)
C (0.4879, -2.6656, -5.7824)
C (0.3506, -1.4570, -5.1171)
C (-0.3183, -1.4030, -3.9031)
S (-0.3154, 0.1616, -3.0686)
O (-0.0896, 1.1956, -4.0293)
O (-1.5509, 0.2102, -2.2881)
O (0.8052, 0.0336, -2.0706)
H (-3.6265, -1.3605, -1.9410)
H (-1.1052, -4.6598, -3.5537)
H (0.0659, -4.7696, -5.7276)
H (1.0035, -2.7000, -6.7329)
H (0.7547, -0.5420, -5.5284)
O (1.0651, -0.4501, 4.0700)
S (0.5480, 0.1782, 2.8851)
O (-0.6629, 0.9509, 3.0041)
N (0.4584, -0.8806, 1.6616)
C (0.5968, -2.2630, 1.8674)
C (0.3159, -2.9840, 3.0037)
C (0.5312, -4.3771, 3.0443)
C (1.0229, -5.0643, 1.9727)
C (1.2981, -4.3649, 0.7773)
C (1.8059, -4.9712, -0.3901)
C (2.0480, -4.2204, -1.5069)
C (1.7181, -2.8583, -1.4909)
N (1.2200, -2.2670, -0.4264)
C (1.0540, -2.9801, 0.7266)
C (1.7892, 1.3159, 2.2978)
C (2.8373, 0.8882, 1.4975)
C (3.7860, 1.8063, 1.0716)
C (3.6912, 3.1365, 1.4572)
C (2.6504, 3.5512, 2.2784)
C (1.6944, 2.6393, 2.7011)
H (-0.0591, -2.4838, 3.8824)
H (0.2972, -4.9027, 3.9608)
H (1.1909, -6.1325, 2.0152)
H (2.0011, -6.0366, -0.3853)
H (2.4445, -4.6600, -2.4109)
H (1.8382, -2.2371, -2.3695)
H (2.8982, -0.1502, 1.1979)
H (4.5980, 1.4816, 0.4344)
H (4.4332, 3.8502, 1.1230)
H (2.5847, 4.5859, 2.5913)
H (0.8678, 2.9420, 3.3315)
C (-3.0607, 3.9636, 2.8013)
C (-2.6409, 4.9735, 1.7368)
C (-1.2434, 5.5201, 2.0136)
C (-2.7531, 4.3894, 0.3255)
N (-1.9529, 3.1811, 0.1620)
C (-0.6424, 3.0345, -0.0635)
N (-0.3644, 1.7614, 0.0186)
N (-1.5261, 1.1520, 0.3039)
N (-2.4898, 1.9742, 0.3765)
H (-3.0673, 4.4378, 3.7830)
H (-2.3706, 3.1176, 2.8494)
H (-4.0588, 3.5684, 2.6074)
H (-3.3456, 5.8108, 1.7469)
H (-0.5091, 4.7126, 2.0689)
H (-1.2256, 6.0369, 2.9732)
H (-0.9229, 6.2281, 1.2456)
H (-2.4229, 5.1065, -0.4259)
H (-3.7780, 4.0987, 0.1040)
H (0.0476, 3.8316, -0.2776)